[1]
Computed, not measured: a gas-phase ion, C4H12N2S (charge +1) in a non-equilibrium geometry, with wB97M-V/def2-TZVPD.

XYZ file:
```
19
Properties=species:S:1:pos:R:3:mulliken_charge:R:1
C -0.7461 0.2399 -1.0006 -0.6168
N 0.3937 -0.7499 -0.8762 -0.1868
C 0.9072 -1.1611 0.4207 -0.5695
C 0.0006 -1.5663 1.7439 -0.6577
S -0.9700 -0.1530 2.5338 -0.0396
C -0.2850 1.6466 -0.6572 -0.2897
N 0.6583 2.0687 -1.7040 -0.5815
H -1.6759 -0.0835 -0.4734 0.3912
H -1.1690 0.2291 -2.0767 0.3811
H 0.0580 0.3653 3.2596 0.2163
H 1.2812 -2.2320 0.3108 0.3608
H 1.5590 -0.3844 0.7434 0.3865
H 0.7221 -1.9824 2.5076 0.4260
H -0.8922 -2.2984 1.4496 0.3708
H -1.1954 2.3568 -0.6183 0.3079
H 0.1654 1.7451 0.3949 0.1828
H 0.1701 2.4603 -2.6013 0.3126
H 0.0560 -1.5568 -1.3669 0.2936
H 0.9619 1.0559 -1.9898 0.3121
```

Output
Energy in eV: -18147.537
Multiplicity: 2
Frontier orbital gap (spin up / spin down) in eV: 10.59 / 4.59
Relative energy (zero: lowest compared OMol25 entry of this formula, charge and spin) in kJ/mol: 295.9
E_HOMO (spin up / spin down) in eV: -13.70 / -13.06
Total charge: +1

[2]
Computed, not measured: a molecular structure, C4H12N2S2 in a non-equilibrium geometry, with wB97M-V/def2-TZVPD.

XYZ file:
```
20
Properties=species:S:1:pos:R:3:mulliken_charge:R:1
S -2.9034 -2.1859 0.4066 -0.1851
S 1.6636 1.9822 -0.2746 -0.2643
C 0.7024 1.0646 0.6978 -0.5270
C -0.5945 0.6182 0.1252 0.5671
C 0.2200 -0.6913 0.0937 -0.5911
N 1.1893 -0.7301 -1.0862 -0.4269
C 2.5570 -1.1640 -0.8277 -0.9093
N -1.6695 0.5196 0.9440 -0.4327
H 0.1891 4.3893 -0.3673 -0.1383
H 0.4215 4.7931 -0.9187 0.1279
H 0.7395 0.9866 1.7955 0.3200
H -0.8736 0.9059 -0.9031 0.3126
H -0.5555 -1.3948 -0.0704 0.1898
H 0.5141 -1.0340 1.1096 0.2868
H 1.3104 0.2956 -1.3425 0.2790
H 3.1782 -0.8987 -1.7259 0.2985
H 2.5452 -2.2194 -0.7886 0.3387
H 2.9701 -0.5725 -0.0029 0.3683
H -2.5181 0.9597 0.5913 0.3891
H -2.0328 -0.4438 0.9718 -0.0031
```

Output
Energy in eV: -28985.236
Frontier orbital gap in eV: 5.06
Relative energy (zero: lowest compared OMol25 entry of this formula, charge and spin) in kJ/mol: 782.9
E_HOMO in eV: -8.72

[3]
Computed, not measured: 2 unconnected molecules or ions with the total composition C4H12N3, with wB97M-V/def2-TZVPD.

XYZ file:
```
19
Properties=species:S:1:pos:R:3:mulliken_charge:R:1
C -1.0409 -1.7008 1.4926 -1.1003
C -1.0824 -0.2044 1.3750 -0.1489
C -0.0398 0.5668 1.6608 -0.2063
N 0.0330 1.9721 1.4772 -0.5631
H -0.1648 -2.0315 2.0436 0.3197
H -1.9195 -2.0987 1.9954 0.3252
H -1.0152 -2.1588 0.5013 0.2119
H -2.0211 0.2505 1.0784 0.3203
H 0.8942 0.1212 1.9857 0.3651
H 0.4987 2.3914 2.2761 0.2514
H -0.9010 2.3661 1.4484 0.2462
N 1.6636 0.7850 -1.7116 -0.3103
C 0.6430 0.3577 -2.4116 0.2050
N 0.3174 -0.9015 -2.5608 -0.2968
H 2.0508 0.2003 -0.9836 0.2549
H 1.7540 1.7848 -1.5941 0.2837
H 0.0796 1.0719 -2.9931 0.3569
H -0.5254 -1.1476 -3.0549 0.2551
H 0.7758 -1.6246 -2.0247 0.2301
```

Output
Energy in eV: -8806.389
Frontier orbital gap in eV: 7.78
Relative energy (zero: lowest compared OMol25 entry of this formula, charge and spin) in kJ/mol: 129.8
E_HOMO in eV: -11.53
Total charge: +1

[4]
Computed, not measured: a molecular structure, C4H12N3 in a non-equilibrium geometry, with wB97M-V/def2-TZVPD.

XYZ file:
```
19
Properties=species:S:1:pos:R:3:mulliken_charge:R:1
C 1.8710 -0.1588 -0.0168 -0.0686
C -0.0040 -2.2677 -0.0060 -0.8942
C -1.4183 0.4208 1.2454 -0.8298
C -0.7877 1.2011 -1.1730 -0.8433
N 1.8838 1.1036 0.1154 -0.1044
N 0.1844 -0.8641 -0.2458 0.1213
N -0.7815 0.0148 -0.0913 -0.1473
H 2.5614 -0.6672 -0.6654 0.3278
H 0.1264 -2.4862 0.9810 0.4036
H -1.1125 -2.5918 -0.2370 0.3037
H 0.6735 -2.8200 -0.6531 0.3070
H -0.9942 1.3012 1.6548 0.3204
H -2.4717 0.6520 1.0177 0.3302
H -1.3981 -0.3172 2.0005 0.3289
H -0.1488 2.0218 -0.7926 0.3449
H -0.1773 0.7210 -1.9973 0.3114
H -1.7260 1.5615 -1.4667 0.3217
H 2.7333 1.6399 -0.0291 0.2911
H 0.9862 1.5351 0.3593 0.1757
```

Output
Energy in eV: -8801.700
Frontier orbital gap (spin up / spin down) in eV: 8.25 / 8.25
Relative energy (zero: lowest compared OMol25 entry of this formula, charge and spin) in kJ/mol: 582.2
E_HOMO (spin up / spin down) in eV: -12.91 / -12.91
Total charge: +1

[5]
Computed, not measured: 2 unconnected molecules or ions with the total composition C4H12N3 in a non-equilibrium geometry, with wB97M-V/def2-TZVPD.

XYZ file:
```
19
Properties=species:S:1:pos:R:3:mulliken_charge:R:1
C 1.5108 1.1555 1.2183 -0.2703
C 0.5407 0.5472 0.4713 -0.0291
C 1.4591 2.4863 1.8792 -1.1039
C 1.1431 -1.7195 0.1031 -0.0728
N -0.1876 -0.6603 -1.3790 -0.7932
N 0.6104 -0.6052 -0.2916 0.4536
N -2.9759 -1.3841 -1.7602 -0.8936
H 2.2875 0.5640 1.5867 0.2942
H -0.5007 0.9169 0.3797 0.3864
H 0.6435 2.3709 2.6557 0.3033
H 2.3843 2.6481 2.3812 0.3394
H 1.2977 3.2052 1.1070 0.3234
H 1.6604 -1.6465 1.0893 0.1938
H 1.2703 -2.6181 -0.5602 0.3149
H -0.3099 0.2629 -1.8220 0.3042
H -1.1563 -1.0008 -1.2133 0.5021
H -3.7785 -1.2708 -1.1216 0.2350
H -2.8220 -2.3552 -2.0729 0.2597
H -3.0767 -0.8966 -2.6509 0.2529
```

Output
Energy in eV: -8803.805
Frontier orbital gap in eV: 8.88
Relative energy (zero: lowest compared OMol25 entry of this formula, charge and spin) in kJ/mol: 379.1
E_HOMO in eV: -13.74
Total charge: +1

[6]
Computed, not measured: a gas-phase ion, C4H12N3 (charge +1) in a non-equilibrium geometry, with wB97M-V/def2-TZVPD.

XYZ file:
```
19
Properties=species:S:1:pos:R:3:mulliken_charge:R:1
C 2.2071 0.9339 -0.3981 -1.3561
C 1.0153 0.2977 0.3081 0.1248
N 1.2839 -1.2350 0.3419 -0.3596
N -0.2651 0.4831 -0.2235 -0.2585
N -0.9103 -0.9163 -0.8112 -0.4933
C -1.4613 -0.2074 0.2844 0.5020
C -2.7581 0.6038 0.1706 -1.1736
H 3.0082 1.0622 0.1978 0.4573
H 2.4422 0.5236 -1.3934 0.3510
H 2.0975 1.9943 -0.7645 0.3598
H 1.1962 0.4107 1.4217 0.3573
H 0.3401 -1.6522 0.5034 0.3854
H 1.5091 -1.3830 -0.6388 0.3689
H 2.0788 -1.5607 0.9340 0.3391
H -1.1484 -0.9389 -1.7675 0.2169
H -1.2740 -0.5394 1.3328 0.2534
H -2.6915 1.1419 -0.7819 0.3230
H -3.0303 1.2070 1.1280 0.3065
H -3.6395 -0.2254 0.1561 0.2956
```

Output
Energy in eV: -8802.837
Frontier orbital gap in eV: 11.32
Relative energy (zero: lowest compared OMol25 entry of this formula, charge and spin) in kJ/mol: 472.6
E_HOMO in eV: -14.72
Total charge: +1
Structure (SMILES): C[C@H]([NH3+])N1N[C@@H]1C

Q: Among the records above, which one has the highest energy?
A: number 4

Q: Among the records above, which one has the highest energy?
A: number 4